Entry 1:
Molecular formula: C47H58LaN3O2PS2
Method: DFT, the ωB97M-V functional and the def2-TZVPD basis

E_tot (eV): -90067.351
F_max (eV/A): 3.0

The geometry in ORCA input format:
```
! wB97M-V def2-TZVPD RIJCOSX def2/J DEFGRID3
* xyz -1 1
La 0.400 0.752 0.078
C 2.054 -2.126 2.902
C 2.421 -2.039 1.441
C 3.582 -1.356 1.060
C 4.535 -0.888 2.127
C 3.864 -1.147 -0.293
C 5.069 -0.346 -0.710
C 3.030 -1.698 -1.273
C 3.372 -1.550 -2.734
C 1.903 -2.431 -0.893
C 1.008 -3.053 -1.931
C 1.610 -2.628 0.465
C 0.472 -3.536 0.844
H 2.319 -1.200 3.404
H 2.560 -2.953 3.403
H 0.983 -2.256 3.022
H 4.241 0.098 2.484
H 5.553 -0.838 1.754
H 4.529 -1.572 2.971
H 5.922 -0.998 -0.917
H 5.353 0.362 0.060
H 4.851 0.233 -1.603
H 2.888 -0.666 -3.152
H 3.045 -2.418 -3.302
H 4.443 -1.446 -2.881
H 1.332 -4.071 -2.160
H 1.001 -2.476 -2.850
H -0.011 -3.086 -1.564
H -0.485 -3.018 0.749
H 0.570 -3.907 1.861
H 0.444 -4.395 0.174
C -2.662 0.601 -5.613
C -1.370 0.877 -6.038
C -0.371 1.070 -5.113
C -0.655 1.013 -3.741
C -1.953 0.719 -3.324
C -2.945 0.504 -4.261
N 0.290 1.347 -2.775
N 1.408 1.734 -3.272
C 2.370 2.230 -2.439
C 3.317 3.049 -3.086
C 4.369 3.577 -2.376
C 4.460 3.317 -1.015
C 3.485 2.569 -0.372
C 2.444 1.935 -1.055
H -3.452 0.468 -6.339
H -1.144 0.960 -7.092
H 0.639 1.290 -5.417
H -2.176 0.679 -2.265
H -3.943 0.266 -3.930
H 3.163 3.295 -4.128
H 5.103 4.205 -2.867
H 5.304 3.702 -0.458
H 3.563 2.442 0.703
C -0.008 4.481 -0.303
N -0.907 3.400 0.080
C -2.126 3.470 -0.719
C -1.243 3.513 1.503
C -1.911 2.281 2.083
C -2.879 2.475 3.062
C -3.421 1.397 3.739
C -2.987 0.120 3.431
C -2.045 -0.065 2.428
C -1.480 0.996 1.710
H -0.469 5.472 -0.154
H 0.260 4.381 -1.355
H 0.907 4.428 0.288
H -2.650 4.428 -0.568
H -2.800 2.662 -0.436
H -1.880 3.374 -1.776
H -1.876 4.403 1.674
H -0.302 3.663 2.051
H -3.200 3.480 3.312
H -4.168 1.554 4.507
H -3.379 -0.732 3.972
H -1.736 -1.084 2.210
C -2.360 -4.085 -2.967
C -3.735 -3.599 -3.395
C -4.804 -4.646 -3.086
O -4.059 -2.331 -2.848
P -3.904 -1.734 -1.355
S -5.004 -0.105 -1.375
S -1.969 -1.639 -0.796
O -4.615 -2.997 -0.588
C -4.856 -3.138 0.797
C -3.647 -3.782 1.471
C -5.248 -1.827 1.456
H -2.077 -4.969 -3.536
H -2.375 -4.322 -1.905
H -1.627 -3.303 -3.137
H -3.730 -3.409 -4.480
H -4.777 -4.910 -2.034
H -4.615 -5.537 -3.685
H -5.796 -4.261 -3.313
H -5.709 -3.835 0.846
H -2.789 -3.122 1.369
H -3.412 -4.736 1.000
H -3.847 -3.950 2.527
H -4.415 -1.128 1.417
H -5.533 -1.996 2.492
H -6.087 -1.384 0.925
C 1.698 1.203 2.140
C 2.147 1.768 3.123
C 2.659 2.400 4.286
C 3.655 3.380 4.207
C 4.124 3.998 5.349
C 3.615 3.654 6.593
C 2.625 2.687 6.683
C 2.150 2.065 5.547
H 4.053 3.658 3.240
H 4.891 4.759 5.274
H 3.986 4.139 7.486
H 2.218 2.420 7.651
H 1.372 1.318 5.615
*
```

Entry 2:
Molecular formula: C3H2BrCl2F
Method: DFT, the ωB97M-V functional and the def2-TZVPD basis

E_tot (eV): -100942.879
F_max (eV/A): 2.0

The geometry in ORCA input format:
```
! wB97M-V def2-TZVPD RIJCOSX def2/J DEFGRID3
* xyz 0 1
C 0.458 -0.721 0.647
C -0.279 -0.456 1.724
C -0.243 0.481 -1.730
F 0.100 -0.513 2.988
Cl 2.099 -0.839 0.499
Cl -1.992 -0.174 1.718
Br 1.466 1.052 -1.723
H -0.594 -0.085 -2.613
H -1.016 1.255 -1.510
*
```

> Which formula does entry 2 have?

C3H2BrCl2F

> The highest F_max belongs to which entry?

C47H58LaN3O2PS2